Entry 1:
Density functional theory data (ωB97M-V/def2-TZVPD) for a molecular structure, C6H15NO in a non-equilibrium geometry.

As for the multiplicity: 1. The energy above the lowest of the compared OMol25 structures with the same formula, charge and spin comes out at 99.7 kcal/mol. As for the orbital gap: 0.3686 Eh.

Each line ends with the Löwdin charge.
Positions of all 23 atoms, in Å:
C1 -0.0080 -0.4138 0.1769  -0.539
C2 -0.5433 0.9968 -0.8926  -0.127
C3 2.1901 0.6710 -0.1956  -0.099
C4 -0.1995 -0.0017 1.6257  -0.036
C5 -0.8140 -1.6351 -0.2102  -0.048
C6 -2.0466 0.9553 -1.0374  -0.135
N1 1.2328 -0.3893 -0.4398  -0.050
O1 1.8586 -1.7346 0.5091  -0.140
H1 2.2751 -1.3998 1.3191  0.038
H2 -0.2172 1.8685 -0.3284  0.088
H3 -0.0579 0.9606 -1.8640  0.097
H4 3.1705 0.2510 -0.4119  0.091
H5 2.0169 1.4840 -0.8999  0.085
H6 2.1945 1.0654 0.8272  0.081
H7 0.4623 0.8075 1.9259  0.069
H8 -0.0170 -0.8598 2.2700  0.085
H9 -1.2263 0.3341 1.7720  0.081
H10 -1.8481 -1.5465 0.1168  0.081
H11 -0.3603 -2.4953 0.2788  0.078
H12 -0.7611 -1.7980 -1.2836  0.091
H13 -2.5523 0.9019 -0.0742  0.068
H14 -2.3807 1.8670 -1.5406  0.073
H15 -2.3686 0.1109 -1.6433  0.068

=====

Entry 2:
Density functional theory data (ωB97M-V/def2-TZVPD) for 13 unconnected molecules or ions with the total composition C42H100O38S12 in a non-equilibrium geometry.

As for the multiplicity: 1. As for the orbital gap: 0.3153 Eh.

Each line ends with the Löwdin charge.
Positions of all 192 atoms, in Å:
C1 4.9802 1.5333 -2.7943  -0.010
C2 5.7522 2.5927 -2.8437  0.027
C3 6.9098 2.6465 -3.7878  -0.326
O1 7.4385 3.7490 -4.1669  0.042
C4 7.2714 1.3352 -4.3901  0.028
C5 6.5108 0.2232 -4.2591  0.022
C6 5.2339 0.3154 -3.5470  -0.357
O2 4.3730 -0.5957 -3.6529  0.068
H1 4.0757 1.5266 -2.2657  0.080
H2 5.5201 3.6668 -2.5412  0.153
H3 8.2676 1.3346 -4.8128  0.117
H4 6.8539 -0.7558 -4.5083  0.109
O3 -1.6796 -2.3244 -4.2507  -0.272
S1 -2.8561 -1.5067 -4.0907  0.595
O4 -3.5048 -1.5883 -2.8376  -0.292
O5 -2.4271 0.0400 -4.3901  -0.249
C7 -2.9551 1.0726 -3.5283  -0.273
C8 -3.9055 1.8854 -4.3247  -0.057
C9 -4.1506 -1.8701 -5.2846  -0.108
H5 -2.0825 1.5805 -3.2145  0.072
H6 -3.4836 0.5988 -2.6892  0.109
H7 -4.6583 1.2867 -4.7937  0.068
H8 -3.3849 2.2494 -5.1754  0.075
H9 -4.3142 2.6753 -3.6890  0.082
H10 -3.8202 -1.5772 -6.2780  0.067
H11 -5.0216 -1.2556 -5.0021  0.070
H12 -4.4050 -2.9654 -5.2251  0.094
O6 -2.1303 3.7338 -2.3710  -0.263
S2 -1.2576 4.8303 -2.3036  0.491
O7 -1.6562 6.0465 -1.6844  -0.268
O8 -0.0313 4.3813 -1.4817  -0.264
C10 0.3601 2.9505 -1.5752  -0.239
C11 1.6855 2.9650 -0.9689  -0.074
C12 -0.6503 5.0252 -3.9101  -0.108
H13 0.3695 2.6017 -2.6091  0.084
H14 -0.4063 2.4125 -1.0004  0.102
H15 2.2271 2.0449 -1.2030  0.057
H16 1.6854 3.1732 0.1128  0.065
H17 2.3488 3.7126 -1.5596  0.133
H18 0.2684 5.6522 -3.7649  0.106
H19 -1.3722 5.3373 -4.6151  0.072
H20 -0.4222 3.9543 -4.1213  0.035
O9 -0.0958 -2.2256 -1.3825  -0.257
S3 -0.1966 -0.8762 -0.9500  0.571
O10 -0.4912 0.1513 -1.9095  -0.263
O11 -1.2868 -0.9969 0.2303  -0.266
C13 -2.1295 0.1899 0.4924  -0.200
C14 -3.4260 -0.2357 1.1972  -0.037
C15 1.1312 -0.4914 0.0111  -0.115
H21 -2.2673 0.7118 -0.4778  0.109
H22 -1.4986 0.8380 1.1036  0.096
H23 -4.0875 -0.7310 0.5267  0.043
H24 -3.8977 0.7578 1.4630  0.073
H25 -3.2339 -0.7621 2.1240  0.073
H26 1.0185 0.4101 0.6464  0.099
H27 1.8836 -0.2144 -0.7681  0.094
H28 1.4588 -1.3607 0.4700  0.036
O12 -6.0424 1.3258 2.3160  -0.288
S4 -7.4239 1.1120 2.0283  0.554
O13 -8.3584 1.7693 2.9364  -0.289
O14 -7.8434 1.4777 0.5834  -0.265
C16 -7.0304 1.0186 -0.5528  -0.196
C17 -6.5152 2.1946 -1.4199  -0.032
C18 -7.7692 -0.6573 1.9574  -0.103
H29 -7.7283 0.3449 -1.0040  0.117
H30 -6.2330 0.3738 -0.2221  0.089
H31 -7.2346 3.0243 -1.5211  0.092
H32 -6.2839 1.8521 -2.4067  0.052
H33 -5.5995 2.6328 -1.0191  0.071
H34 -8.8050 -0.7304 1.6430  0.069
H35 -7.8536 -1.0287 3.0039  0.087
H36 -7.0218 -1.1339 1.3167  0.046
O15 0.2134 -7.4945 -2.2290  -0.262
S5 0.1002 -6.1529 -1.8343  0.561
O16 -0.5690 -5.8216 -0.5624  -0.310
O17 1.5498 -5.5041 -1.8192  -0.277
C19 1.9626 -4.3905 -0.9181  -0.193
C20 2.9433 -3.5299 -1.7469  -0.036
C21 -0.6566 -5.2679 -3.1375  -0.133
H37 2.2695 -4.8079 0.0313  0.113
H38 1.0607 -3.7966 -0.8685  0.055
H39 3.9242 -4.0138 -1.8794  0.080
H40 3.0501 -2.6287 -1.1360  0.058
H41 2.5039 -3.2482 -2.7038  0.083
H42 -0.0986 -5.3619 -4.0679  0.081
H43 -0.7207 -4.1874 -2.8093  0.063
H44 -1.6113 -5.7385 -3.2345  0.060
O18 6.9424 -2.2181 -2.2293  -0.295
S6 7.4445 -2.9617 -1.0878  0.610
O19 8.5160 -2.3416 -0.3266  -0.296
O20 6.3009 -3.3547 0.0066  -0.303
C22 5.6349 -2.2578 0.7382  -0.234
C23 4.8528 -2.8632 1.8737  -0.059
C24 7.8123 -4.6508 -1.5094  -0.125
H45 4.9361 -1.8992 -0.0525  0.108
H46 6.3301 -1.4339 1.0535  0.136
H47 4.1799 -3.6794 1.5871  0.086
H48 4.3186 -2.0798 2.3481  0.043
H49 5.5863 -3.1959 2.5620  0.069
H50 6.9283 -5.2317 -1.7742  0.071
H51 8.0003 -5.0911 -0.4880  0.088
H52 8.6943 -4.5730 -2.1911  0.091
O21 -5.7188 -2.7527 -0.2644  -0.278
S7 -4.7414 -3.6317 0.2539  0.556
O22 -4.1620 -3.4615 1.5813  -0.297
O23 -5.3450 -5.0790 0.2666  -0.280
C25 -6.5885 -5.3093 1.0186  -0.209
C26 -6.7166 -6.8492 1.1880  -0.059
C27 -3.4986 -3.7986 -0.9443  -0.105
H53 -7.3407 -4.8581 0.4349  0.094
H54 -6.4354 -4.7605 1.9762  0.126
H55 -7.6607 -7.0196 1.7151  0.070
H56 -5.8819 -7.1842 1.8610  0.092
H57 -6.7084 -7.4722 0.2502  0.094
H58 -2.9819 -4.7005 -0.5461  0.089
H59 -2.9884 -2.8811 -0.9169  0.034
H60 -3.9689 -4.0399 -1.8779  0.076
O24 -0.0254 4.4190 3.6943  -0.309
S8 -0.6474 4.3412 2.3541  0.603
O25 -0.4614 3.0881 1.6690  -0.297
O26 -2.1793 4.5447 2.7252  -0.234
C28 -3.0427 4.1625 1.5990  -0.238
C29 -4.3608 4.8829 1.8342  -0.030
C30 -0.0907 5.7339 1.3881  -0.063
H61 -3.1298 3.0854 1.3951  0.114
H62 -2.5298 4.5631 0.7095  0.094
H63 -4.6607 4.4245 2.7476  0.072
H64 -5.1388 4.5110 1.1278  0.097
H65 -4.1854 5.9060 1.9127  0.064
H66 -0.3352 6.5261 2.0304  0.061
H67 -0.6522 5.7198 0.4412  0.048
H68 0.9483 5.4788 1.4180  0.073
O27 0.0105 -1.3033 3.1661  -0.321
S9 0.0465 -2.7644 3.0554  0.657
O28 0.9255 -3.3548 2.0262  -0.304
O29 0.4124 -3.2454 4.5548  -0.280
C31 1.6607 -2.5845 5.1278  -0.198
C32 1.5508 -2.9214 6.5780  -0.077
C33 -1.6098 -3.4250 2.8304  -0.112
H69 1.6032 -1.5249 4.8681  0.099
H70 2.5295 -2.9805 4.6118  0.112
H71 2.2514 -2.2799 7.1523  0.092
H72 1.7016 -3.9468 6.7967  0.063
H73 0.5192 -2.6773 6.9326  0.098
H74 -2.2258 -3.0819 3.6975  0.093
H75 -1.7130 -4.4665 2.7115  0.061
H76 -2.0381 -2.9069 1.9401  0.045
O30 4.4230 2.5440 0.9038  -0.293
S10 4.1263 1.7860 2.1276  0.573
O31 3.9774 0.3216 2.0625  -0.305
O32 5.2542 2.0850 3.1233  -0.231
C34 5.5245 1.1947 4.1883  -0.278
C35 6.7638 1.6424 4.8806  -0.050
C36 2.7528 2.4205 2.8809  -0.131
H77 5.5065 0.1618 3.8566  0.115
H78 4.6851 1.2894 4.8781  0.116
H79 6.6028 2.6431 5.2593  0.084
H80 7.5600 1.6978 4.1697  0.078
H81 6.9306 0.9194 5.6896  0.097
H82 1.8873 2.2720 2.2407  0.052
H83 2.9311 3.4661 3.1810  0.108
H84 2.7129 1.7133 3.7268  0.065
O33 0.7494 0.2055 7.5891  -0.265
S11 0.8703 1.4702 6.9686  0.544
O34 2.0133 1.8155 6.1912  -0.268
O35 -0.5207 1.7986 6.2697  -0.254
C37 -0.7576 1.3882 4.8857  -0.225
C38 -2.2349 1.1742 4.8218  -0.035
C39 0.6891 2.6079 8.2491  -0.141
H85 -0.2173 0.4588 4.6786  0.098
H86 -0.3914 2.1435 4.2493  0.068
H87 -2.7906 2.1054 5.0192  0.100
H88 -2.5111 0.4588 5.6223  0.101
H89 -2.4714 0.6640 3.9502  0.037
H90 -0.2769 2.6399 8.7608  0.088
H91 0.7307 3.6032 7.8387  0.069
H92 1.4898 2.5473 8.9544  0.070
O36 2.3159 2.0914 -4.0762  -0.307
S12 1.3352 1.6548 -5.1144  0.661
O37 0.0523 2.3390 -5.1974  -0.300
O38 1.9866 1.7159 -6.5218  -0.225
C40 3.1034 2.5919 -6.6228  -0.264
C41 2.6990 4.0442 -6.7552  -0.044
C42 1.0207 -0.1061 -4.8530  -0.055
H93 3.7016 2.2726 -7.4582  0.121
H94 3.7082 2.3877 -5.7164  0.110
H95 2.2462 4.3612 -7.6384  0.056
H96 3.6251 4.6686 -6.6165  0.109
H97 1.9855 4.1718 -5.9166  0.070
H98 1.8852 -0.5492 -4.4620  0.043
H99 0.6613 -0.4970 -5.7762  0.072
H100 0.1757 -0.1681 -4.1961  0.026

=====

Entry 3:
Density functional theory data (ωB97M-V/def2-TZVPD) for a molecular structure, C31H44Ge2NO3PPdTe.

As for the multiplicity: 5. Its charge is +2. As for the orbital gap (alpha / beta): 0.2693 / 0.1849 Eh. Its expectation value of S² is 6.042.

Each line ends with the Mulliken spin population.
Positions of all 84 atoms, in Å:
Pd1 0.1996 -0.1476 0.1684  0.561
C1 -0.7216 -3.7397 1.6597  0.037
C2 -0.8455 -2.4546 2.4707  0.127
Ge1 0.7442 -1.2939 2.3603  0.192
C3 1.1583 -0.2094 3.9298  0.019
C4 2.5183 0.4768 3.8452  0.035
C5 2.2823 -2.5011 2.0711  0.185
C6 3.2046 -2.2708 1.1135  0.211
Ge2 2.5567 -0.7917 -0.2121  0.269
C7 3.9558 0.5574 0.1672  0.063
C8 4.8698 0.7587 -1.0408  0.003
C9 2.5230 -1.5704 -2.0201  0.073
C10 1.7545 -2.8876 -2.0797  0.005
C11 4.5443 -2.7484 1.0464  0.206
C12 5.1957 -2.9462 -0.1951  0.085
C13 6.4796 -3.4363 -0.2344  -0.034
C14 7.1583 -3.6966 0.9570  0.149
C15 6.5458 -3.4870 2.1955  -0.013
C16 5.2546 -3.0221 2.2428  0.096
H1 -1.6638 -4.2897 1.6615  0.004
H2 0.0340 -4.4084 2.0738  -0.001
H3 -0.4549 -3.5465 0.6178  0.002
H4 -0.9618 -2.6680 3.5387  0.016
H5 -1.7044 -1.8542 2.1771  -0.017
H6 1.1196 -0.8887 4.7869  -0.005
H7 0.3532 0.5141 4.0819  -0.008
H8 3.3308 -0.2481 3.7604  -0.002
H9 2.7166 1.0833 4.7283  -0.005
H10 2.5852 1.1378 2.9755  -0.005
H11 2.3186 -3.4395 2.6299  -0.020
H12 4.5200 0.2010 1.0305  0.002
H13 3.4840 1.4939 0.4675  0.003
H14 5.3772 -0.1670 -1.3192  -0.001
H15 5.6458 1.4928 -0.8208  0.008
H16 4.3157 1.1094 -1.9124  -0.001
H17 3.5465 -1.6831 -2.3830  0.002
H18 2.0541 -0.8233 -2.6617  -0.021
H19 2.1985 -3.6521 -1.4370  0.004
H20 1.7352 -3.2854 -3.0939  -0.001
H21 0.7181 -2.7496 -1.7610  0.011
H22 4.6625 -2.7567 -1.1151  0.009
H23 6.9642 -3.6200 -1.1831  0.000
H24 8.1729 -4.0711 0.9225  0.003
H25 7.0852 -3.6979 3.1081  0.001
H26 4.7657 -2.8587 3.1946  0.000
C17 -3.3686 -2.0774 -1.7575  0.009
C18 -3.4001 -1.4570 -2.9971  0.006
C19 -2.4224 -0.5317 -3.3177  -0.002
C20 -1.4201 -0.2521 -2.3978  0.139
N1 -1.3909 -0.8712 -1.2073  0.008
C21 -2.3459 -1.7467 -0.8904  0.036
C22 -0.3503 0.7538 -2.6086  -0.208
C23 -0.2204 1.4546 -3.8047  0.016
C24 0.7535 2.4314 -3.9604  -0.001
C25 1.6009 2.7314 -2.9048  0.025
C26 1.4879 2.0308 -1.7073  -0.054
C27 0.5378 1.0318 -1.5535  0.549
H27 -4.1190 -2.7968 -1.4639  -0.001
H28 -4.1857 -1.6849 -3.7052  0.000
H29 -2.4479 -0.0265 -4.2707  0.000
H30 -2.2825 -2.1856 0.0941  -0.018
H31 -0.8847 1.2464 -4.6319  0.003
H32 0.8402 2.9612 -4.8987  0.001
H33 2.3490 3.5065 -3.0092  0.001
H34 2.1625 2.2813 -0.8994  0.004
C28 -2.7402 1.8755 5.8782  -0.003
C29 -3.2294 1.8571 4.4581  0.007
O1 -2.0420 1.7557 3.5792  0.028
P1 -2.1555 1.5852 2.0324  -0.002
O2 -2.4193 0.2458 1.4789  0.009
Te1 0.1575 2.2303 1.3928  1.211
O3 -3.0955 2.7393 1.5630  -0.021
C30 -3.6397 2.7654 0.1995  0.003
C31 -4.9754 2.0717 0.1569  0.001
H35 -3.5958 1.9667 6.5474  0.000
H36 -2.0808 2.7243 6.0522  0.000
H37 -2.2134 0.9551 6.1272  0.000
H38 -3.7466 2.7739 4.1820  0.001
H39 -3.8656 0.9979 4.2470  -0.001
H40 -2.9121 2.2974 -0.4692  0.009
H41 -3.7098 3.8225 -0.0433  0.001
H42 -4.8750 1.0124 0.3898  0.000
H43 -5.3958 2.1702 -0.8449  0.000
H44 -5.6700 2.5315 0.8582  0.001

=====

Question: Number 2 is which compound?
Answer: C42H100O38S12